ORCA calculation (ωB97M-V/def2-TZVPD) on a gas-phase ion, C9H16N3O (charge +1) at a distorted geometry.

- SMILES = CC(=C=C=N)OC(N(C)C)=[N+](C)C
- total energy (a.u.) = -591.6379
- HOMO level (eV) = -12.343
- energy above the lowest of the compared OMol25 structures with the same formula, charge and spin (kcal per mole) = 136.6
- HOMO-LUMO gap (eV) = 9.1
- multiplicity = 1
- total charge = +1

```
29
Properties=species:S:1:pos:R:3:forces:R:3
C 2.09036 -0.66982 1.17960 0.3 -1.5 0.7
C 1.59024 -0.09660 0.16429 -0.3 1.0 0.2
C -0.62719 0.24653 -0.30136 -0.5 -0.3 -2.3
C 1.47821 0.48689 -0.99736 1.7 -0.2 -1.1
C 2.72801 0.64928 -1.91911 -1.1 -2.9 3.9
C -1.24219 1.05219 1.98973 1.6 -0.2 -1.3
C -0.98333 2.56817 0.13756 1.7 0.1 -1.8
C -2.18002 -1.60650 0.16699 -3.3 0.1 3.2
C -0.41528 -1.98130 -1.30254 1.2 2.0 -2.7
N 2.21268 -1.42184 2.11082 -1.3 0.6 0.1
N -1.11045 1.15673 0.51560 1.0 1.5 1.2
N -1.14704 -0.95408 -0.50440 2.5 -1.0 -1.4
O 0.19431 0.72071 -1.42618 -1.0 -0.4 1.6
H 3.51462 0.73867 -1.16995 0.1 0.7 -0.2
H 2.96494 -0.36173 -2.26716 -0.4 0.4 -0.9
H 2.68547 1.43218 -2.55388 0.0 2.2 -2.4
H -2.09675 1.59540 2.23651 -1.5 0.5 0.7
H -1.24479 0.04417 2.24841 -0.5 -1.6 0.7
H -0.37574 1.46188 2.51557 0.1 0.3 -0.4
H 0.05231 3.03507 0.10559 -0.9 -0.9 0.9
H -1.22386 2.60374 -0.91666 -0.7 0.5 -0.1
H -1.63724 3.13564 0.75989 -0.4 0.4 0.2
H -3.12654 -1.48703 -0.37734 0.2 0.1 0.1
H -2.12209 -2.67239 0.42588 1.0 0.1 -0.9
H -2.32555 -1.24538 1.20222 -0.2 0.4 -0.7
H 0.22524 -1.37700 -2.12144 -1.7 -1.9 1.7
H 0.28700 -2.43293 -0.62082 0.1 -0.6 0.1
H -1.13399 -2.71540 -1.78424 0.9 1.1 0.7
H 2.96865 -1.90523 2.50376 1.4 -0.3 0.4
```
Forces are in eV/Å.

Atom charges from the natural (NBO) analysis, given in e for atoms 1 to 8: atom 1 (C): 0.47, atom 2 (C): -0.48, atom 3 (C): 0.87, atom 4 (C): 0.43, atom 5 (C): -0.65, atom 6 (C): -0.38, atom 7 (C): -0.42, atom 8 (C): -0.44

=====

ORCA calculation (ωB97M-V/def2-TZVPD) on a single C9H16N4O5 molecule at a distorted geometry.

- SMILES = NC(=O)CC[C@H](N)C(=O)N[C@@H](CC(N)=O)C(=O)O
- total energy (a.u.) = -947.8173
- HOMO level (eV) = -9.532
- energy above the lowest of the compared OMol25 structures with the same formula, charge and spin (kcal per mole) = 41.9
- HOMO-LUMO gap (eV) = 9.9
- multiplicity = 1

```
34
Properties=species:S:1:pos:R:3:forces:R:3
C 1.49803 -1.04220 1.39394 -1.2 -2.6 1.4
C 0.26928 -1.13423 0.47812 -0.8 1.1 0.0
C 1.90238 0.33695 1.77847 1.6 1.0 -0.3
C 1.03782 1.10242 2.76566 -1.8 0.1 0.2
C -0.48713 1.24789 2.34679 2.9 1.6 -0.2
C -0.41486 -0.52543 -1.82906 -0.5 1.0 0.6
C 0.40272 -0.41414 -3.11095 -0.9 -2.6 -2.5
C -1.50753 0.64146 -1.78981 0.8 0.5 -1.0
C -2.93172 0.08757 -1.89935 0.7 -0.9 -1.0
H 3.43230 -1.74582 1.24132 1.1 0.0 0.9
H 2.32583 -2.75723 0.59893 0.1 0.0 0.0
H 1.04651 -1.51731 2.30550 0.9 -0.1 -0.3
H 2.88914 0.32431 2.33833 -0.7 -0.3 -1.1
H 2.03027 0.84412 0.78351 0.2 0.3 1.2
H 1.53979 2.07192 2.98667 -0.6 -0.5 -0.2
H 0.86633 0.54412 3.72013 0.8 0.3 -0.7
H -0.04308 2.84180 1.11741 0.3 0.6 -0.3
H -1.69590 2.50029 1.39044 -3.1 0.9 -0.7
H 1.44317 -0.15555 -0.92338 -0.5 -0.6 0.5
H -0.96432 -1.48235 -1.87533 0.5 0.2 0.1
H -1.27563 1.24749 -2.72147 -0.7 -0.2 1.4
H -1.41094 1.21491 -0.82088 0.1 -0.5 -1.3
H -4.27323 -0.68555 -0.70424 -1.8 -1.0 0.3
H -2.69516 -0.62091 0.03162 -0.4 0.1 -0.3
H 1.99544 -0.41091 -3.89983 0.2 0.3 1.3
N 2.59781 -1.78917 0.72518 -1.9 0.6 -0.4
N -0.77560 2.30241 1.50181 2.4 -2.2 1.3
N 0.49885 -0.46939 -0.67192 -0.2 0.0 -1.8
N -3.34011 -0.42931 -0.73883 1.5 0.5 1.2
O -0.83442 -1.59961 0.78207 1.5 0.1 -0.4
O -1.27083 0.49391 2.82529 -1.6 -0.6 0.3
O 0.01082 -0.69540 -4.25528 -0.1 1.2 2.6
O -3.58502 -0.03809 -2.92654 0.5 0.9 0.4
O 1.71899 -0.28895 -2.94434 0.6 0.4 -1.1
```
Forces are in eV/Å.

Atom charges from the natural (NBO) analysis, given in e for atoms 1 to 8: atom 1 (C): -0.15, atom 2 (C): 0.68, atom 3 (C): -0.40, atom 4 (C): -0.51, atom 5 (C): 0.69, atom 6 (C): -0.15, atom 7 (C): 0.77, atom 8 (C): -0.51

=====

ORCA calculation (ωB97M-V/def2-TZVPD) on a gas-phase ion, C9H16NO (charge +1) at a distorted geometry.

- SMILES = C=[NH+]C(C)(C)CC(=O)C(=C)C
- total energy (a.u.) = -482.1706
- HOMO level (eV) = -13.515
- energy above the lowest of the compared OMol25 structures with the same formula, charge and spin (kcal per mole) = 76.7
- HOMO-LUMO gap (eV) = 8.6
- multiplicity = 1
- total charge = +1

```
27
Properties=species:S:1:pos:R:3:forces:R:3
C 1.61379 0.97643 -0.32141 0.3 -0.2 -1.5
C -1.59614 -1.53464 0.73069 0.9 -1.0 -1.4
C 0.24151 1.17289 -0.98003 -0.9 0.8 1.1
C 2.13243 -0.53415 -0.36157 1.6 0.4 -0.9
C -1.02408 0.70507 -0.13029 0.3 0.4 -1.8
C 3.03342 -0.71250 0.83496 1.3 -1.9 -0.5
C 2.12090 -1.45001 -1.38002 -1.3 -2.5 0.8
C -2.39053 0.90820 -0.90642 0.9 0.8 0.6
C -1.02102 1.40447 1.19372 -0.7 2.3 0.4
N -0.82418 -0.78112 0.00805 0.4 -0.6 1.4
O 2.26704 1.92362 0.07607 -0.9 -1.9 -0.2
H -2.47192 -1.14963 1.33125 1.1 -0.3 -1.0
H -1.39114 -2.65909 0.62217 -0.4 1.8 0.7
H 0.15893 2.24506 -1.16627 -0.2 0.0 0.1
H 0.21011 0.70898 -1.94295 0.1 -0.6 -0.7
H 3.87234 -0.03611 0.74952 -0.1 0.7 -0.1
H 3.59086 -1.68989 1.07251 -1.5 1.0 -0.8
H 2.43110 -0.41648 1.63285 -0.4 0.4 2.0
H 2.39713 -2.56130 -1.08893 0.2 2.5 -0.4
H 1.65434 -1.57016 -2.40411 0.3 1.3 1.2
H 0.18618 -1.11698 -0.37160 -2.3 0.1 0.6
H -2.27392 0.41823 -1.90606 -0.8 0.3 0.9
H -2.53990 2.01390 -1.03994 0.3 -1.0 -0.1
H -3.25234 0.60767 -0.22757 1.0 -0.2 -1.2
H -1.97327 1.16159 1.74961 1.2 0.4 -0.2
H -0.93466 2.59276 1.03928 -0.5 -2.8 0.3
H -0.11697 1.13742 1.72408 0.0 -0.1 0.6
```
Forces are in eV/Å.

Atom charges from the natural (NBO) analysis, given in e for atoms 1 to 8: atom 1 (C): 0.57, atom 2 (C): 0.11, atom 3 (C): -0.54, atom 4 (C): -0.14, atom 5 (C): 0.14, atom 6 (C): -0.65, atom 7 (C): -0.37, atom 8 (C): -0.63

=====

ORCA calculation (ωB97M-V/def2-TZVPD) on 2 unconnected molecules or ions with the total composition C9H16NO at a distorted geometry.

- total energy (a.u.) = -482.2165
- HOMO level (eV) = -10.724
- energy above the lowest of the compared OMol25 structures with the same formula, charge and spin (kcal per mole) = 47.9
- HOMO-LUMO gap (eV) = 6.8
- multiplicity = 1
- total charge = +1

```
27
Properties=species:S:1:pos:R:3:forces:R:3
C -2.36170 2.42253 2.75451 -1.9 0.3 1.1
C -0.33813 -0.93771 1.21403 1.1 -0.4 0.2
C 0.41187 0.18760 1.64674 -0.1 -2.8 -1.0
C -1.72860 -1.00910 1.18621 0.6 -0.2 0.2
C -0.23436 1.24851 2.21625 1.1 0.8 -0.4
C -2.28455 0.15113 1.62590 -1.2 3.3 0.5
C -1.58150 1.34836 2.12238 -0.9 -2.6 -0.6
O 0.26875 -2.13383 0.87176 -3.1 0.0 -1.0
H 1.49842 0.11563 1.54851 -0.2 0.1 0.4
H 1.16748 -2.10561 0.97159 3.5 0.3 0.7
H -2.26811 -1.96178 0.91042 0.7 1.4 0.3
H 0.39097 1.99221 2.68373 -0.1 0.4 0.0
H -3.36120 0.32732 1.58115 0.1 -0.5 0.1
H -3.39381 1.99193 2.67700 0.5 1.0 0.8
H -2.44305 3.44347 2.34863 0.6 -0.5 -0.5
H -2.04922 2.57651 3.82405 -0.5 -0.4 -0.9
C 1.53191 -0.84227 -2.19841 -0.7 1.0 3.5
C 1.02874 0.48954 -2.92740 3.9 -0.9 1.8
N 2.39978 -1.73535 -3.02077 -0.6 0.8 -3.8
H 2.16407 -0.63042 -1.23890 -1.2 0.0 -1.8
H 0.67063 -1.46468 -1.74695 1.2 0.9 -1.1
H 1.96372 1.18780 -3.07500 -2.0 -1.3 0.0
H 0.34642 0.94121 -2.24058 -0.5 0.4 0.2
H 2.24324 -1.37581 -4.08408 1.1 -1.0 2.8
H 3.42140 -1.74164 -2.76059 -1.4 -0.1 -0.5
H 1.96996 -2.66890 -3.07158 0.7 0.0 0.4
H 0.56686 0.18334 -3.81863 -0.7 0.0 -1.4
```
Forces are in eV/Å.

Atom charges from the natural (NBO) analysis, given in e for atoms 1 to 8: atom 1 (C): -0.64, atom 2 (C): 0.28, atom 3 (C): -0.31, atom 4 (C): -0.28, atom 5 (C): -0.17, atom 6 (C): -0.16, atom 7 (C): -0.05, atom 8 (O): -0.69

=====

ORCA calculation (ωB97M-V/def2-TZVPD) on 2 unconnected molecules or ions with the total composition C9H16NO at a distorted geometry.

- total energy (a.u.) = -482.2524
- HOMO level (eV) = -11.599
- energy above the lowest of the compared OMol25 structures with the same formula, charge and spin (kcal per mole) = 25.3
- HOMO-LUMO gap (eV) = 8.1
- multiplicity = 1
- total charge = +1

```
27
Properties=species:S:1:pos:R:3:forces:R:3
C 2.61847 -0.91375 -2.36472 0.8 1.2 1.0
C 2.40703 0.57750 -1.98411 0.4 0.1 -0.7
N 2.45010 -1.73588 -1.10158 -1.7 -1.1 -0.5
H 1.95085 -1.16026 -3.16589 -0.3 -0.8 -0.1
H 3.66033 -1.11561 -2.61813 -0.3 0.2 -0.5
H 1.91412 0.76782 -1.02073 -0.2 -0.3 -0.3
H 1.82854 1.04791 -2.78714 0.0 0.0 0.4
H 2.38242 -1.04249 -0.35591 0.7 -0.6 0.6
H 1.58361 -2.28741 -1.01154 -0.4 0.7 -0.4
H 3.09955 -2.52193 -1.04231 0.8 0.7 0.6
H 3.35844 1.10954 -1.94030 0.0 -0.1 0.0
C -1.49879 2.89233 -0.45575 -1.8 1.1 0.5
C -0.95559 -0.93838 1.39586 0.9 -1.2 -0.1
C -1.85142 -0.76725 0.36167 -1.0 0.3 0.4
C -0.20801 0.10659 1.87777 -0.8 0.2 -0.9
C -2.17218 0.51606 -0.06439 0.4 -0.1 0.1
C -0.42040 1.36582 1.29404 0.6 -0.3 0.8
C -1.38889 1.62930 0.32304 0.4 -1.3 0.0
O -0.71304 -2.23768 1.88069 -0.1 0.7 -0.9
H -2.41617 -1.63281 0.03299 0.0 0.1 0.0
H -1.05741 -2.22615 2.76490 -0.1 -0.4 0.8
H 0.53359 -0.10300 2.63127 0.1 0.3 0.2
H -3.06132 0.61562 -0.67837 0.3 0.3 -0.4
H 0.27393 2.05857 1.73669 -0.1 1.0 -0.5
H -0.86245 3.71594 -0.12884 0.2 -0.3 -0.2
H -2.53388 3.29746 -0.39303 0.4 -0.2 0.4
H -1.48131 2.71842 -1.51898 0.8 -0.1 -0.4
```
Forces are in eV/Å.

Atom charges from the natural (NBO) analysis, given in e for atoms 1 to 8: atom 1 (C): -0.22, atom 2 (C): -0.65, atom 3 (N): -0.69, atom 4 (H): 0.24, atom 5 (H): 0.23, atom 6 (H): 0.23, atom 7 (H): 0.25, atom 8 (H): 0.46

=====

ORCA calculation (ωB97M-V/def2-TZVPD) on a molecular structure, C9H16NaO4S at a distorted geometry.

- total energy (a.u.) = -1213.5877
- HOMO level (eV) = -11.732
- HOMO-LUMO gap (eV) = 6.5
- multiplicity = 1
- total charge = +1

```
31
Properties=species:S:1:pos:R:3:forces:R:3
C -3.56798 -1.83482 3.20648 0.2 0.9 0.1
C -3.43024 -2.06842 2.04178 0.3 -0.8 -0.6
C -3.10037 -2.33435 0.62817 0.1 0.8 0.2
C -1.96805 -1.35620 0.17048 0.0 0.2 0.6
C -2.51445 -0.05262 -0.46039 0.3 -0.3 -0.3
O -2.47940 1.03728 0.46941 0.9 -0.4 -0.2
S -1.15244 2.00724 0.13701 -0.7 0.1 -0.9
O -1.12141 2.92768 1.23026 0.3 0.0 0.5
O 0.07275 0.90064 0.26162 -0.6 0.8 0.4
C 1.24183 1.39691 0.96373 1.3 -1.6 0.4
C 2.48560 0.72439 0.31279 -0.4 0.5 -0.7
C 3.19040 1.67632 -0.69946 -0.6 0.2 0.8
O 2.71447 1.44770 -2.01275 0.8 0.0 0.1
C 3.59269 0.67790 -2.81555 0.0 -0.3 -0.7
H -3.56040 -1.32407 4.14671 -0.3 -0.5 0.1
H -3.99500 -2.14020 0.02280 0.2 -0.5 -0.1
H -2.76632 -3.38591 0.48879 -0.9 1.3 0.5
H -1.43720 -1.05078 1.08033 0.0 -0.1 -0.3
H -1.21222 -1.84381 -0.46477 -0.4 0.1 -0.1
H -3.54728 -0.18340 -0.80596 0.2 0.2 0.2
H -1.90200 0.22007 -1.33625 -0.3 -0.2 0.1
H 1.18091 1.01153 1.98925 -0.2 0.6 -0.1
H 1.34830 2.48358 0.94102 -0.4 -0.2 0.1
H 2.10408 -0.11503 -0.28758 0.2 0.1 0.3
H 3.16416 0.31155 1.06703 -0.1 0.3 0.0
H 4.28441 1.64137 -0.60551 -0.2 -0.2 -0.3
H 2.90224 2.70998 -0.44799 0.1 -0.2 -0.1
H 4.59568 0.54613 -2.38774 -0.3 0.2 0.1
H 3.72435 1.18054 -3.78450 -0.1 -0.1 0.2
H 3.18104 -0.32678 -3.01113 0.0 0.3 0.1
Na -2.02814 -4.88445 -0.03808 0.5 -1.0 -0.3
```
Forces are in eV/Å.

Atom charges from the natural (NBO) analysis, given in e for atoms 1 to 8: atom 1 (C): -0.16, atom 2 (C): -0.07, atom 3 (C): -0.42, atom 4 (C): -0.43, atom 5 (C): -0.10, atom 6 (O): -0.70, atom 7 (S): 1.77, atom 8 (O): -0.90

=====

ORCA calculation (ωB97M-V/def2-TZVPD) on a molecular structure, C9H16O at a distorted geometry.

- total energy (a.u.) = -427.5695
- HOMO level (spin up / spin down) (eV) = -7.647 / -7.648
- energy above the lowest of the compared OMol25 structures with the same formula, charge and spin (kcal per mole) = 110.0
- HOMO-LUMO gap (spin up / spin down) (eV) = 7.7 / 7.7
- multiplicity = 1

```
26
Properties=species:S:1:pos:R:3:forces:R:3
C -1.60203 0.45569 -0.64756 1.0 0.6 -0.9
C -2.49761 1.42669 0.04750 -0.1 0.0 0.1
C -1.99738 -0.98494 -0.57202 0.0 -0.1 0.2
C -0.56616 0.88952 -1.45312 -2.3 -0.6 -0.6
O -0.19758 0.21771 1.58813 1.1 -0.2 0.8
H -0.31365 -0.70207 1.86469 0.1 0.1 0.2
H -0.18106 0.18422 -2.18097 0.5 -0.3 0.3
H -3.52332 1.31930 -0.30930 -0.1 0.0 -0.1
H -2.18059 2.45406 -0.09270 0.1 0.1 -0.1
H -2.53162 1.24137 1.11664 0.1 -0.1 0.2
H -2.86273 -1.15374 -1.22383 0.1 0.0 -0.1
H -2.33490 -1.25611 0.42971 0.1 0.0 0.1
H -1.18375 -1.64378 -0.87302 -0.1 0.0 0.0
H -0.68966 1.87080 -1.89936 0.4 0.4 0.5
H 0.80100 1.38784 -0.68299 1.9 0.5 2.3
C 3.02883 -0.59237 -0.20557 0.3 0.1 0.4
C 1.80201 -0.80053 0.63681 0.0 -0.4 -0.3
C 1.40273 -2.04264 0.93794 -0.1 0.3 0.0
C 1.07773 0.41331 1.06140 -2.0 -0.3 -0.8
C 1.34218 1.65245 0.59759 -0.7 -0.1 -2.3
H 3.76790 -0.00202 0.33623 0.0 0.1 -0.1
H 3.48590 -1.54426 -0.47816 -0.1 0.0 0.0
H 2.77979 -0.04376 -1.11362 0.0 0.0 0.0
H 2.01481 -2.89929 0.70741 0.1 -0.1 -0.2
H 0.45875 -2.28196 1.40817 0.0 0.0 0.2
H 0.70041 2.43452 0.99999 -0.3 -0.2 0.0
```
Forces are in eV/Å.

Atom charges from the natural (NBO) analysis, given in e for atoms 1 to 8: atom 1 (C): 0.19, atom 2 (C): -0.67, atom 3 (C): -0.67, atom 4 (C): -0.59, atom 5 (O): -0.68, atom 6 (H): 0.47, atom 7 (H): 0.22, atom 8 (H): 0.22

=====

ORCA calculation (ωB97M-V/def2-TZVPD) on a molecular structure, C9H16O3P at a distorted geometry.

- total energy (a.u.) = -919.6408
- HOMO level (eV) = -3.816
- energy above the lowest of the compared OMol25 structures with the same formula, charge and spin (kcal per mole) = 0.0
- HOMO-LUMO gap (eV) = 7.3
- multiplicity = 1
- total charge = -1

```
29
Properties=species:S:1:pos:R:3:forces:R:3
C 0.81635 -1.61714 -1.12564 0.5 1.2 0.5
C 0.67736 -1.28495 2.49382 3.1 2.1 -0.2
C 0.43350 2.87234 -0.19397 0.8 1.6 0.4
C -2.45701 0.32609 -1.02629 -1.7 0.2 0.3
C 1.51782 -0.35291 1.41853 -1.2 -2.2 0.2
C 1.14699 1.56110 -0.39031 2.1 -1.1 1.4
C -1.21509 -0.33967 -1.59063 -0.7 1.2 2.6
C 0.56850 0.44096 0.53467 -2.4 -2.4 -2.0
C -0.32031 -0.82566 -0.48698 2.2 0.8 1.5
O 0.63861 -2.87281 -0.76825 0.2 -0.2 -0.1
O 1.76797 -1.15307 -1.72987 -0.2 -0.6 -0.2
O -1.95484 -3.04631 -0.85877 -0.2 0.0 0.2
P -0.90677 -2.63104 0.14255 -0.3 0.2 -0.6
H -0.26368 -1.55667 2.12434 -1.3 0.1 -0.2
H 0.68576 -0.74810 3.44360 -0.6 0.1 0.0
H 1.20300 -2.21287 2.69742 0.2 -0.2 -0.2
H 1.04928 3.63706 0.41534 -1.1 -1.3 -0.5
H -0.55766 2.74117 0.21626 -0.2 0.1 0.3
H 0.32578 3.35314 -1.14305 -0.3 0.5 -0.7
H -2.38465 1.37690 -0.85649 0.6 1.0 0.2
H -2.73174 -0.08461 -0.04185 0.2 -0.2 -0.3
H -3.41619 0.28926 -1.60204 0.9 -0.5 -0.1
H 2.11082 -1.08447 0.83888 0.0 0.7 0.1
H 2.18984 0.34294 1.89071 0.4 0.1 0.6
H 2.18704 1.73190 0.10380 -1.2 -0.4 -1.5
H 1.26008 1.25801 -1.48373 -0.1 0.2 1.7
H -1.53058 -1.22290 -2.00926 -0.7 -2.0 -1.7
H -0.63927 0.25338 -2.23347 0.5 1.0 -1.3
H -0.20091 0.84891 1.22068 0.2 0.0 -0.5
```
Forces are in eV/Å.

Atom charges from the natural (NBO) analysis, given in e for atoms 1 to 8: atom 1 (C): 0.77, atom 2 (C): -0.62, atom 3 (C): -0.61, atom 4 (C): -0.60, atom 5 (C): -0.42, atom 6 (C): -0.44, atom 7 (C): -0.47, atom 8 (C): -0.16